# 1
16
Properties=species:S:1:pos:R:3 method="wB97M-V/def2-TZVPD" multiplicity=2 charge=+3 homo_lumo_gap_ev="3.4 / 7.7" energy_ev=-49666.781
Na 0.024 3.386 -0.183
Na -1.414 0.055 -0.781
Na 2.145 -2.269 3.288
Na 3.806 -1.770 -2.784
Na -0.397 -3.425 1.470
Na 0.382 0.481 2.347
Na 1.490 0.767 -2.948
Na 0.178 -2.510 -2.366
C 1.025 -0.692 -0.126
O 1.308 -1.477 0.680
O 1.535 -0.985 -1.199
O 0.762 0.538 0.087
C -2.704 1.952 0.655
O -3.752 1.452 1.066
O -2.760 2.607 -0.385
O -1.627 1.889 1.179


# 2
66
Properties=species:S:1:pos:R:3 method="wB97M-V/def2-TZVPD" multiplicity=1 e_above_lowest_kcal_mol=352.0 charge=+2 homo_lumo_gap_ev=2.7 energy_ev=-46646.659
In -1.992 1.983 -1.873
O 0.327 -0.683 -0.166
C -0.488 0.094 -0.757
O -0.903 -0.140 -1.893
O -0.795 1.140 -0.243
H 0.414 -0.071 0.568
N 2.317 -0.779 -1.375
C 3.217 -0.129 -2.096
C 3.841 0.845 -1.321
C 3.339 0.773 -0.040
C 2.391 -0.241 -0.066
H 1.699 -1.478 -1.762
H 3.393 -0.420 -3.122
H 4.673 1.466 -1.619
H 3.584 1.314 0.862
H 1.769 -0.546 0.763
N -0.319 -2.831 -0.454
C -1.660 -2.624 -0.314
C -2.327 -3.839 -0.444
C -1.378 -4.847 -0.668
C -0.158 -4.177 -0.646
H 0.382 -2.109 -0.373
H -1.996 -1.629 -0.065
H -3.404 -3.916 -0.413
H -1.570 -5.895 -0.840
H 0.832 -4.589 -0.773
N -3.032 4.044 -0.156
C -3.092 2.917 0.610
C -1.783 2.561 0.859
C -0.911 3.469 0.181
C -1.704 4.450 -0.482
H -3.796 4.640 -0.441
H -4.058 2.601 0.975
H -1.589 1.725 1.515
H 0.161 3.363 0.252
H -1.413 5.339 -1.021
N 2.076 3.083 2.742
C 0.763 3.184 3.210
C -0.020 2.496 2.272
C 0.768 2.208 1.204
C 2.050 2.477 1.486
H 2.942 3.327 3.201
H 0.605 3.680 4.156
H -1.061 2.243 2.406
H 0.375 1.655 0.364
H 2.979 2.352 0.951
N -1.874 -1.789 3.414
C -2.026 -1.715 2.085
C -1.845 -0.387 1.648
C -1.484 0.342 2.778
C -1.467 -0.532 3.866
H -2.002 -2.594 4.011
H -2.275 -2.497 1.383
H -1.909 0.099 0.686
H -1.329 1.410 2.820
H -1.376 -0.386 4.932
N 0.553 -1.658 -2.439
C 0.749 -1.033 -3.642
C 1.713 -1.796 -4.320
C 2.038 -2.925 -3.524
C 1.152 -2.871 -2.436
H -0.132 -1.345 -1.766
H 0.259 -0.121 -3.950
H 2.104 -1.457 -5.268
H 2.688 -3.722 -3.854
H 1.015 -3.512 -1.578


# 3
72
Properties=species:S:1:pos:R:3 method="wB97M-V/def2-TZVPD" multiplicity=1 e_above_lowest_kcal_mol=24.6 charge=+2 homo_lumo_gap_ev=6.7 energy_ev=-92531.893
Lu 0.145 0.346 0.335
C -4.901 -3.304 -3.223
C -3.723 -2.443 -2.854
C -2.437 -2.747 -3.310
C -1.346 -2.000 -2.922
C -1.476 -0.888 -2.084
N -0.332 -0.170 -1.662
C 0.610 0.115 -2.685
C 0.230 0.831 -3.825
C 1.136 1.148 -4.813
C 2.487 0.794 -4.701
C 3.490 1.205 -5.745
C 2.869 0.075 -3.584
C 1.938 -0.284 -2.610
N 2.376 -1.177 -1.575
C 3.265 -2.177 -1.700
C 3.389 -2.797 -0.476
C 2.529 -2.090 0.357
N 1.900 -1.118 -0.311
C -2.759 -0.567 -1.670
C -3.860 -1.345 -2.025
N -3.004 0.616 -0.906
C -4.080 1.412 -1.018
C -4.014 2.363 -0.025
C -2.839 2.065 0.654
N -2.208 1.013 0.116
H -4.840 -3.624 -4.263
H -5.843 -2.775 -3.087
H -4.932 -4.204 -2.606
H -2.292 -3.597 -3.966
H -0.356 -2.267 -3.273
H -0.807 1.130 -3.919
H 0.802 1.697 -5.685
H 3.054 1.168 -6.743
H 4.366 0.559 -5.734
H 3.829 2.229 -5.575
H 3.905 -0.218 -3.466
H 3.730 -2.389 -2.649
H 4.009 -3.641 -0.230
H 2.326 -2.254 1.403
H -4.840 -1.086 -1.640
H -4.809 1.248 -1.793
H -4.717 3.152 0.177
H -2.447 2.563 1.525
N 6.181 0.736 5.531
C 5.316 0.670 4.780
C 4.227 0.599 3.838
C 3.093 -0.150 4.128
C 2.068 -0.171 3.203
N 2.117 0.485 2.037
C 3.224 1.186 1.764
C 4.297 1.280 2.629
H 3.009 -0.699 5.054
H 1.167 -0.734 3.417
H 3.267 1.681 0.799
H 5.169 1.862 2.365
N 0.318 2.745 1.387
C -0.328 2.197 2.548
N -0.670 0.951 2.502
C -1.359 0.575 3.654
C -1.893 -0.685 3.923
C -2.529 -0.874 5.130
C -2.636 0.167 6.066
C -2.115 1.418 5.811
C -1.476 1.609 4.586
S -0.741 3.056 3.965
H -0.281 3.436 0.936
H 1.184 3.216 1.633
H -1.824 -1.487 3.198
H -2.961 -1.839 5.362
H -3.139 -0.013 7.006
H -2.206 2.218 6.532